# 1
Density functional theory data (wB97M-V/def2-TZVPD) for a molecular structure, C28H29AsClIrO5Si at a distorted geometry.

Last column: Löwdin charge in e.
Element x y z (Å)
Ir: 1.540 0.900 0.218  1.119
O: 0.294 2.376 3.235  -0.294
Cl: 1.545 2.472 2.574  0.699
O: 2.362 3.484 3.115  -0.250
O: 1.317 2.778 1.118  -0.476
O: 2.203 1.169 2.549  -0.391
C: -1.541 -3.405 3.187  -0.083
C: -0.663 -2.388 3.537  -0.077
C: -0.469 -1.315 2.680  -0.121
C: -1.160 -1.259 1.474  -0.351
C: -2.041 -2.274 1.124  -0.093
C: -2.228 -3.347 1.983  -0.084
As: -0.825 0.254 0.326  1.321
C: -1.544 -0.236 -1.378  -0.316
C: -0.996 -1.116 -2.298  -0.085
C: -1.633 -1.287 -3.520  -0.072
C: -2.795 -0.579 -3.807  -0.073
C: -3.339 0.300 -2.882  -0.022
C: -2.715 0.477 -1.650  -0.194
C: -3.170 1.378 -0.566  -0.188
C: -4.332 2.142 -0.588  -0.024
C: -4.654 2.931 0.507  -0.075
C: -3.828 2.966 1.622  -0.074
C: -2.663 2.210 1.655  -0.069
C: -2.342 1.421 0.563  -0.268
H: -1.687 -4.246 3.852  0.104
H: -0.122 -2.433 4.473  0.110
H: 0.232 -0.530 2.946  0.082
H: -2.570 -2.237 0.179  0.107
H: -2.908 -4.143 1.707  0.106
H: -0.078 -1.638 -2.057  0.094
H: -1.222 -1.970 -4.252  0.105
H: -3.281 -0.713 -4.764  0.104
H: -4.240 0.847 -3.126  0.106
H: -4.987 2.122 -1.449  0.105
H: -5.559 3.524 0.490  0.104
H: -4.089 3.585 2.470  0.105
H: -2.013 2.247 2.519  0.090
C: 3.007 -1.946 2.018  -0.156
Si: 2.415 -2.303 0.274  0.286
C: 1.243 -3.766 0.276  -0.147
C: 3.914 -2.741 -0.776  -0.176
O: 1.584 -1.035 -0.375  -0.559
H: 3.744 -2.693 2.326  0.036
H: 2.186 -1.970 2.738  0.012
H: 3.483 -0.966 2.095  0.015
H: 1.755 -4.681 0.585  0.034
H: 0.829 -3.937 -0.721  0.032
H: 0.407 -3.597 0.958  0.004
H: 4.230 -3.768 -0.579  0.028
H: 4.772 -2.095 -0.571  0.023
H: 3.687 -2.665 -1.842  0.029
C: 3.549 1.041 -0.541  -0.100
C: 2.744 1.896 -1.329  -0.389
C: 1.583 1.274 -1.950  -0.192
C: 0.602 2.115 -2.576  -0.076
C: 0.714 3.463 -2.536  -0.065
C: 1.845 4.074 -1.907  -0.060
C: 2.817 3.334 -1.329  -0.052
H: 4.302 1.494 0.095  0.088
H: 3.783 0.060 -0.937  0.056
H: 1.675 0.256 -2.318  0.107
H: -0.224 1.642 -3.094  0.105
H: -0.033 4.092 -3.002  0.106
H: 1.918 5.154 -1.904  0.111
H: 3.667 3.798 -0.845  0.122

Atoms 1-6, force components in eV/Å:
Ir -0.1267 -0.6155 -0.8394
O -0.1917 -0.0213 0.0795
Cl -0.1408 0.2753 -0.0546
O 0.2069 0.0224 0.1432
O -0.0098 0.4360 -0.0558
O -0.0084 -0.3671 -0.2371

Total charge ... 0
HOMO energy ... -0.3147 Eh
Largest force on an atom ... 1.0 eV/Å
Relative energy (zero: lowest compared OMol25 entry of this formula, charge and spin) ... 0.0 kcal per mole
DFT total energy ... -4550.16581 Eh


# 2
Density functional theory data (wB97M-V/def2-TZVPD) for a molecular structure, C28H29CaN3Si at a distorted geometry.

Last column: Löwdin charge in e.
Element x y z (Å)
C: -1.798 -1.488 2.322  -0.223
C: -0.423 -1.863 2.260  -0.233
C: 0.357 -0.829 2.856  -0.220
H: -0.021 -2.773 1.809  0.093
C: -0.529 0.184 3.286  -0.269
C: -1.862 -0.226 2.951  -0.297
H: -2.772 0.349 3.122  0.081
H: -2.639 -2.046 1.917  0.101
H: 1.442 -0.807 2.911  0.088
H: -0.245 1.129 3.747  0.089
Ca: -0.735 0.209 0.889  1.197
C: 3.769 -0.690 -4.111  -0.050
H: 3.882 0.182 -3.460  0.015
H: 4.374 -1.519 -3.726  0.021
H: 2.718 -0.989 -4.154  -0.009
Si: 0.828 -1.057 -0.908  0.538
C: -0.112 -2.285 -1.874  -0.380
C: -0.794 -3.360 -1.266  -0.111
H: -0.808 -3.443 -0.182  0.083
C: -1.468 -4.319 -2.030  -0.094
H: -1.980 -5.143 -1.534  0.099
C: -1.494 -4.221 -3.423  -0.106
H: -2.027 -4.960 -4.016  0.095
C: -0.826 -3.164 -4.043  -0.099
H: -0.838 -3.080 -5.130  0.097
C: -0.139 -2.214 -3.283  -0.117
H: 0.382 -1.402 -3.782  0.073
C: 2.241 -1.845 -0.071  -0.362
C: 2.590 -3.172 -0.393  -0.098
H: 2.029 -3.697 -1.163  0.093
C: 3.636 -3.833 0.259  -0.094
H: 3.874 -4.860 -0.012  0.097
C: 4.382 -3.183 1.242  -0.104
H: 5.199 -3.696 1.744  0.095
C: 4.065 -1.864 1.573  -0.101
H: 4.642 -1.341 2.336  0.098
C: 3.014 -1.208 0.931  -0.140
H: 2.776 -0.184 1.220  0.087
H: 1.358 -0.086 -1.874  -0.050
H: 4.114 -0.432 -5.124  0.015
N: -1.919 4.217 0.727  0.110
C: -1.424 3.613 -0.404  -0.288
C: -1.366 4.457 -1.528  -0.022
C: -0.914 4.004 -2.747  -0.059
C: -0.547 2.671 -2.819  -0.065
C: -0.640 1.915 -1.668  -0.187
N: -1.021 2.329 -0.446  0.033
C: -2.195 3.789 2.020  -0.263
C: -2.778 4.819 2.797  -0.026
C: -3.128 4.635 4.115  -0.069
C: -2.857 3.390 4.648  -0.070
C: -2.280 2.430 3.832  -0.171
N: -1.962 2.567 2.527  0.124
H: -2.170 5.209 0.567  0.145
H: -1.683 5.494 -1.472  0.112
H: -0.868 4.649 -3.616  0.114
H: -0.228 2.246 -3.766  0.114
H: -0.418 0.827 -1.870  0.026
H: -2.980 5.803 2.391  0.107
H: -3.578 5.418 4.714  0.113
H: -3.088 3.199 5.693  0.110
H: -2.118 1.544 4.489  0.114

Atoms 1-6, force components in eV/Å:
C 0.6639 -0.2438 0.5009
C -0.0050 -0.1396 0.2206
C -0.5167 -0.4947 0.2808
H -0.1222 0.3530 0.2277
C -0.2297 -0.7039 0.5923
C -0.0941 -0.4713 0.8197

Total charge ... 0
HOMO energy ... -0.2244 Eh
Largest force on an atom ... 2.4 eV/Å
Relative energy (zero: lowest compared OMol25 entry of this formula, charge and spin) ... 8.3 kcal per mole
DFT total energy ... -2215.69247 Eh


# 3
Density functional theory data (wB97M-V/def2-TZVPD) for a molecular structure, C28H29Cl2N2O5PdSSi.

Last column: Löwdin charge in e.
Element x y z (Å)
Pd: 0.510 0.720 0.081  0.959
C: -0.986 0.733 1.644  -0.227
Si: -2.240 1.552 0.603  0.636
C: -3.057 0.046 -0.463  -0.130
N: -2.139 -0.919 -0.880  -0.094
C: -1.429 -0.774 -2.146  -0.135
C: -0.636 -2.029 -2.481  -0.160
C: -1.509 -3.264 -2.268  -0.160
C: -1.977 -3.370 -0.804  -0.126
C: -1.772 -2.047 -0.046  -0.143
C: -1.253 2.605 -0.597  -0.302
C: -1.595 2.768 -1.946  -0.109
C: -0.780 3.485 -2.807  -0.054
C: 0.407 4.048 -2.343  -0.050
C: 0.760 3.915 -1.012  -0.049
C: -0.060 3.205 -0.137  -0.144
C: -3.754 2.402 1.229  -0.269
C: -4.165 3.622 0.685  -0.083
C: -5.316 4.245 1.150  -0.068
C: -6.062 3.657 2.162  -0.065
C: -5.660 2.447 2.715  -0.071
C: -4.513 1.824 2.252  -0.097
H: -1.182 -0.265 2.030  0.007
H: -0.506 1.335 2.415  0.025
H: -3.560 0.522 -1.306  0.107
H: -3.777 -0.368 0.244  0.110
H: -0.774 0.107 -2.094  0.107
H: -2.171 -0.552 -2.919  0.146
H: 0.264 -2.089 -1.864  0.091
H: -0.307 -1.957 -3.517  0.130
H: -0.960 -4.159 -2.556  0.119
H: -2.375 -3.199 -2.931  0.117
H: -1.410 -4.127 -0.264  0.120
H: -3.028 -3.654 -0.761  0.117
H: -0.712 -1.950 0.212  0.099
H: -2.352 -2.014 0.872  0.133
H: -2.515 2.337 -2.327  0.103
H: -1.067 3.605 -3.844  0.114
H: 1.045 4.598 -3.021  0.115
H: 1.672 4.364 -0.639  0.122
H: 0.209 3.175 0.913  0.104
H: -3.581 4.096 -0.095  0.099
H: -5.626 5.191 0.727  0.110
H: -6.957 4.144 2.526  0.111
H: -6.237 1.996 3.512  0.110
H: -4.197 0.887 2.703  0.106
O: 2.198 0.074 -1.473  0.103
C: 2.802 -0.677 -0.747  -0.511
N: 2.382 -0.869 0.608  -0.114
S: 2.375 -2.479 1.079  0.694
O: 2.135 -2.541 2.479  -0.215
O: 1.499 -3.112 0.133  -0.250
C: 4.032 -2.863 0.690  -0.224
C: 4.771 -3.768 1.439  -0.024
C: 6.089 -4.008 1.091  -0.042
C: 6.655 -3.338 0.011  -0.028
C: 5.920 -2.423 -0.727  0.030
C: 4.606 -2.190 -0.380  -0.209
H: 4.311 -4.256 2.289  0.130
H: 6.676 -4.711 1.666  0.119
H: 7.687 -3.522 -0.253  0.121
H: 6.348 -1.882 -1.560  0.138
Cl: 5.385 1.207 1.285  0.568
C: 4.121 0.205 2.128  -1.006
Cl: 3.985 0.767 3.817  0.622
C: 2.829 0.259 1.438  -0.558
O: 3.910 -1.282 -1.168  0.153
O: 2.087 1.312 1.387  -0.122
H: 4.527 -0.798 2.162  0.043

Atoms 1-6, force components in eV/Å:
Pd 0.0351 0.1130 0.4063
C 0.0496 0.0270 -0.1440
Si -0.0182 -0.1887 -0.0485
C 0.0647 0.0481 0.0468
N -0.0207 0.0841 -0.0559
C 0.0931 -0.0951 -0.0432

Total charge ... +1
HOMO energy (alpha / beta) ... -0.3381 / -0.4408 Eh
Largest force on an atom ... 0.5 eV/Å
Relative energy (zero: lowest compared OMol25 entry of this formula, charge and spin) ... 15.2 kcal per mole
DFT total energy ... -3305.67499 Eh
Spin multiplicity ... 5


# 4
Density functional theory data (wB97M-V/def2-TZVPD) for a molecular structure, C28H29ClFeN8O2S3 at a distorted geometry.

Last column: Löwdin charge in e.
Element x y z (Å)
Fe: 0.304 -1.149 0.795  0.655
C: -3.724 0.189 2.749  -0.003
C: -2.293 0.004 2.338  -0.264
N: -1.747 -1.128 2.118  0.047
N: -2.444 -2.267 2.294  -0.006
C: -1.825 -3.481 2.257  -0.856
N: -2.630 -4.535 2.484  0.102
S: -0.211 -3.672 1.932  0.741
C: -1.387 1.156 2.216  -0.220
C: -1.678 2.379 2.806  0.010
C: -0.746 3.403 2.734  -0.024
C: 0.451 3.176 2.079  -0.015
C: 0.659 1.930 1.509  -0.076
N: -0.234 0.949 1.563  0.079
H: -4.377 -0.530 2.253  0.082
H: -4.073 1.181 2.477  0.087
H: -3.839 0.063 3.828  0.109
H: -3.406 -2.229 2.602  0.136
H: -3.546 -4.435 2.891  0.112
H: -2.189 -5.438 2.525  0.101
H: -2.603 2.528 3.342  0.116
H: -0.952 4.358 3.198  0.121
H: 1.210 3.941 2.015  0.119
H: 1.585 1.703 0.992  0.111
O: 5.525 0.619 -0.266  0.055
C: 5.508 0.205 1.007  -0.269
C: 6.683 0.355 1.745  -0.010
C: 6.746 -0.051 3.061  -0.073
C: 5.637 -0.630 3.675  -0.089
C: 4.472 -0.784 2.957  -0.026
C: 4.380 -0.369 1.624  -0.080
C: 3.102 -0.560 0.920  -0.436
O: 2.162 -1.205 1.493  -0.130
N: 2.983 -0.057 -0.292  -0.015
N: 1.749 -0.257 -0.853  -0.111
C: 1.666 0.065 -2.088  -0.885
S: 3.026 0.759 -2.966  0.975
C: 2.230 0.652 -4.599  -0.507
C: 0.740 0.843 -4.419  -0.496
S: 0.215 -0.207 -3.027  0.942
H: 4.630 0.473 -0.646  0.035
H: 7.533 0.802 1.248  0.120
H: 7.664 0.086 3.617  0.107
H: 5.690 -0.957 4.705  0.101
H: 3.598 -1.231 3.412  0.113
H: 2.456 -0.325 -5.023  0.078
H: 2.661 1.427 -5.230  0.084
H: 0.179 0.520 -5.295  0.085
H: 0.487 1.877 -4.190  0.073
Cl: -4.970 4.905 -3.836  0.701
C: -4.207 3.611 -2.996  -0.671
C: -4.988 2.636 -2.373  -0.102
C: -4.378 1.623 -1.675  -0.035
C: -2.960 1.531 -1.579  -0.302
C: -2.355 0.504 -0.872  0.032
C: -2.201 2.536 -2.243  -0.038
C: -2.814 3.550 -2.936  -0.100
H: -6.065 2.683 -2.449  0.109
H: -4.983 0.871 -1.182  0.111
H: -1.276 0.401 -0.812  0.006
H: -2.957 -0.245 -0.374  0.053
H: -1.121 2.484 -2.188  0.100
H: -2.235 4.312 -3.441  0.109
N: 0.077 -4.117 -2.421  0.087
C: -1.277 -3.902 -2.441  -0.071
C: -1.500 -2.894 -1.554  -0.157
N: -0.307 -2.498 -1.002  -0.052
C: 0.622 -3.253 -1.546  -0.208
H: 0.573 -4.801 -2.966  0.163
H: -1.946 -4.469 -3.063  0.119
H: -2.431 -2.420 -1.295  0.096
H: 1.675 -3.196 -1.323  0.142

Atoms 1-6, force components in eV/Å:
Fe 1.1124 1.3987 -1.0686
C 0.1103 -0.0214 0.0422
C -0.3248 -0.2254 0.0908
N 0.5582 -0.1978 -0.2366
N -0.6089 -0.1051 0.0531
C 0.5163 -0.2807 -0.1789

Total charge ... +1
HOMO energy (alpha / beta) ... -0.3529 / -0.3601 Eh
Largest force on an atom ... 2.1 eV/Å
Relative energy (zero: lowest compared OMol25 entry of this formula, charge and spin) ... 70.4 kcal per mole
DFT total energy ... -4591.13425 Eh
Spin multiplicity ... 2